--- P ---
{
  "formula": "C3H7O2S",
  "method": "wB97M-V/def2-TZVPD",
  "elements": ["O", "C", "C", "C", "S", "H", "H", "H", "H", "H", "H", "H", "O"],
  "xyz": [[2.4954, -1.1521, 0.9162], [1.5861, -0.7137, 0.2408], [0.3172, -0.1597, 0.8216], [-0.1072, 1.2225, 0.2279], [-1.8062, 1.6635, 0.7234], [1.6005, -0.9010, -0.8519], [0.5596, 0.0835, 1.8669], [-0.4538, -0.9181, 0.9888], [0.1053, 1.2280, -0.8453], [0.6306, 1.8460, 0.7417], [-1.7209, -0.6026, -0.8634], [-1.9494, -0.6544, -2.2998], [-1.2570, -0.9420, -1.6668]],
  "homo_ev": -2.837,
  "lumo_ev": 3.78,
  "spin_multiplicity": 1,
  "orbital_gap_ev": 6.61,
  "total_charge": -1
}


--- Q ---
{
  "formula": "C3H7O2S",
  "method": "wB97M-V/def2-TZVPD",
  "elements": ["C", "C", "S", "H", "H", "H", "H", "H", "H", "O", "C", "O", "H"],
  "xyz": [[0.3155, 0.5710, 2.0598], [0.3908, 1.2364, 0.7709], [1.4887, 0.4526, -0.5217], [1.3035, 0.3122, 2.5119], [-0.1925, 1.1955, 2.8009], [-0.2768, -0.3915, 1.9200], [0.4541, 2.3884, 0.7397], [-0.5872, 1.0072, 0.3716], [0.3803, 0.3661, -1.3992], [-1.3052, -1.5719, 0.3355], [-1.3953, -1.2410, -0.8319], [-1.0400, -0.1394, -1.4534], [-2.0049, -1.8272, -1.6468]],
  "homo_ev": -4.006,
  "lumo_ev": 3.82,
  "spin_multiplicity": 1,
  "orbital_gap_ev": 7.82,
  "total_charge": -1
}


--- R ---
{
  "formula": "C3H7O2S",
  "method": "wB97M-V/def2-TZVPD",
  "elements": ["C", "S", "C", "H", "H", "H", "H", "H", "H", "O", "C", "O", "H"],
  "xyz": [[-0.4954, -0.5635, 0.8808], [-0.7104, -2.3341, 0.4478], [-1.1005, -2.1687, -1.3163], [-1.2253, -0.2764, 1.6270], [-0.5683, 0.0356, -0.0232], [0.5469, -0.4075, 1.1424], [-1.7049, -2.9939, -1.6858], [-1.6495, -1.2450, -1.4803], [-0.1727, -2.1314, -1.8844], [1.4255, 3.8016, 0.1288], [1.3885, 2.5637, 0.0229], [0.5467, 1.8228, -0.5351], [2.2561, 2.0139, 0.5006]],
  "homo_ev": -4.076,
  "lumo_ev": 3.16,
  "spin_multiplicity": 1,
  "orbital_gap_ev": 7.23,
  "total_charge": -1
}


The structure with the greatest stability is R.


--- P ---
{
  "formula": "C5H11OP",
  "method": "wB97M-V/def2-TZVPD",
  "elements": ["C", "C", "C", "C", "C", "O", "P", "H", "H", "H", "H", "H", "H", "H", "H", "H", "H", "H"],
  "xyz": [[-0.3772, 1.4745, 0.6062], [0.7935, 0.5449, 0.2315], [-1.5684, 1.3351, -0.4207], [0.5505, -0.8987, 0.6492], [1.3729, -1.9899, 0.0181], [-3.3665, -0.7820, 0.6016], [-2.1664, -0.4869, -0.2290], [-0.4545, 1.2423, 1.6360], [-0.1843, 2.4948, 0.5229], [1.0126, 0.5781, -0.8420], [1.8488, 0.9699, 0.6638], [-2.3284, 2.0612, -0.1150], [-1.1147, 1.3967, -1.4359], [0.3129, -1.1012, 1.7193], [2.1831, -2.2008, 0.7382], [1.8571, -1.6310, -0.9324], [0.7725, -2.9598, -0.1468], [-2.4159, -0.5327, -1.4978]],
  "homo_ev": [-8.271, -8.060],
  "lumo_ev": [-0.02, -0.68],
  "spin_multiplicity": 1,
  "orbital_gap_ev": [8.26, 7.38]
}


--- Q ---
{
  "formula": "C5H11OP",
  "method": "wB97M-V/def2-TZVPD",
  "elements": ["C", "C", "C", "C", "C", "O", "P", "H", "H", "H", "H", "H", "H", "H", "H", "H", "H", "H"],
  "xyz": [[-2.4760, -1.9112, -1.0355], [-2.0507, -0.9041, -0.3274], [0.9064, 1.1600, -1.0360], [1.8142, 0.2826, 1.1307], [0.5536, 0.5125, 0.3611], [0.3763, -1.9853, -0.5767], [-0.3464, -0.9941, 0.2018], [-3.5928, -2.1139, -1.3722], [-1.8257, -2.7954, -1.2489], [-2.6600, -0.1225, -0.1307], [0.0941, 1.1886, -1.7748], [1.1219, 2.2755, -0.9090], [1.7881, 0.6478, -1.4337], [2.2721, -0.5627, 0.5529], [1.6559, 0.1303, 2.2557], [2.4441, 1.2800, 1.0327], [-0.0370, 1.1132, 1.0284], [-0.4729, -1.1099, 2.5479]],
  "homo_ev": [-8.869, -8.865],
  "lumo_ev": [-0.43, -0.43],
  "spin_multiplicity": 1,
  "orbital_gap_ev": [8.44, 8.44]
}


The structure with the greatest stability is P.